DFT (ωB97M-V/def2-TZVPD) results for C25H34N5S5SeTl as an isolated structure.

The geometry in XYZ format:
```
71
Properties=species:S:1:pos:R:3:forces:R:3
Tl -0.531 -0.307 -1.111 -0.030 0.046 -0.048
C 3.806 1.255 -0.038 -0.057 0.046 0.108
C 3.970 0.859 -1.504 -0.029 0.101 -0.024
S 3.149 -0.660 -2.022 0.063 -0.139 0.168
C 4.074 -1.855 -1.015 -0.012 0.017 -0.113
C 3.617 -3.281 -1.321 0.059 0.043 -0.033
S 1.832 -3.570 -1.268 -0.083 -0.035 0.100
C 1.596 -4.133 0.436 -0.032 0.002 -0.038
C 2.054 -3.190 1.541 0.052 -0.056 -0.002
S 1.133 -1.638 1.520 0.051 0.068 0.034
C 2.353 -0.559 2.325 -0.015 -0.209 -0.002
C 2.037 0.913 2.135 0.059 0.163 0.019
S 2.066 1.527 0.434 0.018 -0.099 -0.188
H 4.361 2.180 0.132 0.026 -0.030 0.009
H 4.242 0.494 0.609 -0.029 0.014 -0.006
H 5.034 0.799 -1.744 -0.001 0.031 0.030
H 3.542 1.634 -2.144 0.005 0.000 -0.013
H 3.954 -1.628 0.045 -0.113 0.021 -0.051
H 5.137 -1.768 -1.258 0.014 -0.003 0.030
H 4.103 -3.985 -0.643 0.042 0.004 -0.019
H 3.926 -3.543 -2.334 -0.007 -0.004 -0.003
H 2.086 -5.100 0.572 0.000 -0.004 -0.024
H 0.516 -4.293 0.500 -0.006 -0.023 0.028
H 3.117 -2.967 1.435 0.041 -0.026 -0.005
H 1.929 -3.691 2.505 0.000 0.002 -0.012
H 3.333 -0.796 1.907 0.015 -0.017 0.031
H 2.396 -0.779 3.395 -0.021 0.020 -0.008
H 2.723 1.504 2.746 0.005 -0.001 -0.007
H 1.025 1.133 2.476 -0.016 0.033 0.003
S -2.058 2.828 2.418 0.019 -0.015 -0.034
C -1.837 1.322 3.190 -0.040 0.017 -0.005
C -1.427 0.362 2.311 -0.026 0.005 0.034
C -1.265 0.801 0.956 0.006 0.042 0.051
C -1.581 2.133 0.884 -0.009 -0.062 0.072
C -1.559 2.969 -0.319 0.023 0.064 -0.048
C -2.030 4.287 -0.335 -0.002 -0.026 -0.018
C -1.987 5.007 -1.512 0.010 0.002 -0.008
C -1.479 4.408 -2.657 -0.011 -0.001 -0.003
C -1.032 3.102 -2.554 -0.010 0.016 -0.023
N -1.065 2.402 -1.427 0.066 0.026 0.053
H -2.017 1.225 4.250 0.001 -0.009 0.026
H -1.231 -0.653 2.636 0.003 0.020 0.009
H -2.427 4.734 0.566 -0.010 -0.003 0.003
H -2.349 6.028 -1.538 -0.003 0.001 -0.003
H -1.431 4.934 -3.601 0.004 0.003 -0.004
H -0.632 2.583 -3.418 0.017 -0.004 -0.020
C -1.588 -4.082 3.135 -0.005 -0.019 -0.030
N -2.585 -3.043 2.975 -0.086 -0.007 -0.036
C -3.211 -2.377 4.009 0.004 0.068 0.031
C -4.015 -1.452 3.448 0.000 0.011 0.125
N -3.883 -1.566 2.085 -0.011 -0.035 -0.020
C -4.501 -0.686 1.110 0.013 -0.005 -0.064
C -2.999 -2.541 1.788 0.142 0.012 -0.109
Se -2.427 -3.085 0.117 -0.001 -0.022 -0.026
H -1.804 -4.643 4.042 0.012 0.020 0.009
H -0.594 -3.637 3.193 0.016 -0.017 -0.016
H -1.636 -4.742 2.272 0.013 -0.002 0.013
H -3.020 -2.615 5.039 -0.008 -0.005 0.025
H -4.650 -0.709 3.895 -0.031 -0.009 0.011
H -5.285 -0.123 1.610 0.016 0.027 0.004
H -4.931 -1.283 0.310 -0.022 0.005 -0.005
H -3.751 -0.009 0.695 -0.034 -0.015 0.003
N -3.953 -0.824 -2.182 -0.015 -0.023 0.028
C -5.152 -0.644 -2.767 -0.005 0.019 0.008
C -5.295 0.711 -2.962 -0.004 -0.003 -0.018
C -4.110 1.266 -2.443 -0.004 -0.008 -0.019
N -3.309 0.327 -1.967 0.011 -0.040 0.056
H -3.560 -1.673 -1.790 0.000 -0.002 -0.005
H -5.796 -1.474 -2.999 -0.020 -0.021 -0.006
H -6.124 1.221 -3.418 -0.019 0.007 -0.010
H -3.806 2.300 -2.400 -0.001 0.025 0.005
```
Positions in Å, forces in eV/Å.

The molar mass comes out at 848.3 g/mol. As for the largest force on an atom: 0.004 hartree/bohr. The calculation puts the frontier orbital gap at 6.92 eV.

Formally, the Löwdin partial charges of the atoms, in units of the elementary charge, are as follows: Tl 0.55; C -0.52; C -0.56; S 0.79; C -0.53; C -0.55; S 0.81; C -0.55; C -0.53; S 0.81; C -0.50; C -0.52; S 0.84; H 0.07; H 0.06; H 0.08; H 0.07; H 0.04; H 0.08; H 0.08; H 0.07; H 0.08; H 0.03; H 0.06; H 0.08; H 0.05; H 0.09; H 0.08; H 0.05; S 1.00; C -0.45; C -0.30; C -0.35; C -0.54; C -0.31; C -0.04; C -0.07; C -0.08; C -0.15; N 0.04; H 0.06; H 0.05; H 0.08; H 0.11; H 0.10; H 0.11; C -0.03; N -0.13; C -0.05; C -0.06; N -0.12; C -0.02; C -0.72; Se 0.62; H 0.09; H 0.08; H 0.06; H 0.12; H 0.13; H 0.10; H 0.07; H 0.07; N -0.04; C -0.11; C -0.07; C -0.15; N -0.01; H 0.03; H 0.11; H 0.09; H 0.09


DFT (ωB97M-V/def2-TZVPD) results for C25H35BBrMgN8Si2 as an isolated structure.

The geometry in XYZ format:
```
73
Properties=species:S:1:pos:R:3:forces:R:3
Mg 0.910 0.225 1.146 0.457 0.002 0.048
C -1.802 -3.037 0.455 -0.002 0.004 0.017
C -0.597 -2.406 0.152 0.177 -0.154 -0.022
N -0.501 -1.253 0.797 -0.009 0.055 -0.051
N -1.637 -1.102 1.511 0.051 0.039 0.123
C -2.426 -2.172 1.327 -0.127 -0.117 0.094
B -1.864 0.118 2.461 -0.024 -0.017 -0.032
N -0.812 0.062 3.587 -0.037 0.047 -0.083
C -0.879 0.097 4.927 -0.051 -0.011 0.209
C 0.405 0.128 5.428 -0.019 -0.020 -0.037
C 1.220 0.116 4.297 0.128 -0.019 0.006
N 0.487 0.077 3.194 -0.124 0.012 0.016
N -1.655 1.456 1.664 0.043 -0.075 0.169
C -2.446 2.539 1.646 -0.136 0.077 0.064
C -1.829 3.527 0.910 -0.027 -0.036 -0.014
C -0.625 2.952 0.511 0.129 0.089 -0.042
N -0.522 1.714 0.973 -0.015 -0.010 0.026
N -3.305 0.080 2.918 -0.132 0.020 0.039
C -4.380 0.118 2.090 -0.113 0.025 0.042
C -5.512 0.095 2.865 0.083 -0.013 -0.051
C -5.021 0.040 4.182 0.011 -0.005 -0.027
N -3.703 0.032 4.208 0.021 0.000 0.104
H -2.165 -3.982 0.099 -0.025 -0.062 -0.029
H 0.205 -2.726 -0.491 0.018 -0.012 -0.037
H -3.373 -2.253 1.828 -0.035 -0.010 0.011
H -1.836 0.093 5.415 -0.008 0.000 0.022
H 0.704 0.149 6.458 0.014 0.008 0.072
H 2.294 0.133 4.219 0.065 0.011 0.006
H -3.391 2.542 2.162 -0.022 0.003 0.004
H -2.195 4.513 0.698 -0.029 0.070 -0.019
H 0.175 3.374 -0.075 0.027 0.020 -0.028
H -4.255 0.160 1.022 0.013 0.006 -0.121
H -6.534 0.113 2.534 -0.062 0.002 -0.031
H -5.572 0.005 5.106 -0.038 -0.001 0.068
Br 7.682 0.192 0.331 0.014 -0.003 -0.003
C 5.793 0.248 0.524 0.010 -0.017 0.010
C 5.070 1.233 -0.125 0.013 -0.001 -0.010
C 3.688 1.254 0.021 -0.062 0.031 -0.066
C 2.980 0.327 0.796 0.020 0.009 -0.004
C 3.775 -0.634 1.439 0.013 -0.026 0.013
C 5.158 -0.693 1.314 0.021 0.039 -0.025
H 5.580 1.969 -0.733 0.002 0.000 -0.012
H 3.153 2.035 -0.514 -0.008 0.020 0.003
H 3.310 -1.395 2.062 -0.016 -0.029 0.025
H 5.734 -1.458 1.817 0.019 -0.027 0.021
C -2.368 0.144 -1.352 -0.020 0.140 -0.068
Si -1.165 0.366 -2.778 -0.005 0.009 0.081
C -1.777 -0.676 -4.209 0.036 0.029 0.064
C -1.193 2.175 -3.289 -0.037 -0.060 0.021
C 0.579 -0.047 -2.284 -0.083 -0.158 -0.253
Si 1.968 -0.947 -3.141 -0.028 0.044 0.047
C 1.375 -2.032 -4.551 0.042 0.025 0.080
C 3.142 0.358 -3.807 -0.007 -0.104 0.025
C 2.915 -2.032 -1.942 0.000 0.038 -0.086
H -3.380 0.311 -1.729 -0.085 0.030 -0.026
H -2.183 0.863 -0.550 -0.053 -0.104 -0.221
H -2.328 -0.860 -0.930 -0.053 0.023 -0.119
H -2.826 -0.443 -4.392 -0.064 0.015 -0.021
H -1.706 -1.743 -4.000 0.001 -0.069 0.031
H -1.229 -0.479 -5.128 0.061 0.015 -0.074
H -2.198 2.462 -3.601 -0.063 0.033 -0.023
H -0.513 2.373 -4.116 0.048 -0.004 -0.066
H -0.907 2.819 -2.457 0.013 0.029 0.052
H 0.938 0.515 -1.424 0.080 0.142 0.151
H 0.993 -1.462 -5.395 -0.047 0.076 -0.066
H 0.596 -2.727 -4.236 -0.047 -0.049 0.036
H 2.220 -2.625 -4.906 0.033 -0.028 -0.040
H 2.668 0.998 -4.551 -0.058 0.033 -0.050
H 4.009 -0.117 -4.271 0.050 -0.014 -0.035
H 3.504 0.988 -2.995 0.037 0.044 0.062
H 2.301 -2.816 -1.498 -0.058 -0.054 0.004
H 3.355 -1.450 -1.134 0.022 0.034 0.019
H 3.723 -2.521 -2.489 0.055 -0.041 0.006
```
Positions in Å, forces in eV/Å.

As for the spin multiplicity: 2. Its relative energy (zero: lowest compared OMol25 entry of this formula, charge and spin) is 0.142 eV. The expectation value of S² is 0.7535. The molar mass comes out at 618.8 g/mol. As for the largest force on an atom: 0.009 hartree/bohr. The calculation puts the frontier orbital gap (spin up / spin down) at 9.00 / 7.77 eV.

Formally, the Löwdin partial charges of the atoms, in units of the elementary charge, are as follows: Mg 0.62; C -0.04; C -0.12; N 0.00; N 0.02; C -0.06; B -0.63; N 0.03; C -0.05; C -0.04; C -0.12; N 0.00; N 0.01; C -0.05; C -0.03; C -0.13; N -0.01; N -0.03; C -0.11; C -0.06; C -0.15; N 0.08; H 0.10; H 0.11; H 0.13; H 0.10; H 0.09; H 0.11; H 0.13; H 0.10; H 0.12; H 0.12; H 0.09; H 0.10; Br 0.70; C -0.70; C -0.15; C -0.17; C -0.21; C -0.17; C -0.15; H 0.10; H 0.08; H 0.09; H 0.10; C -0.16; Si 0.42; C -0.19; C -0.17; C -0.17; Si 0.42; C -0.19; C -0.17; C -0.16; H 0.04; H 0.01; H 0.01; H 0.03; H 0.03; H 0.02; H 0.03; H 0.03; H 0.01; H -0.02; H 0.02; H 0.02; H 0.03; H 0.03; H 0.03; H 0.01; H 0.02; H 0.01; H 0.04


DFT (ωB97M-V/def2-TZVPD) results for C25H35Cl3N2O3SSiV as an isolated structure.

The geometry in XYZ format:
```
71
Properties=species:S:1:pos:R:3:forces:R:3
V 0.012 -0.308 -1.344 -0.318 0.420 0.256
Cl -1.833 -4.187 -2.618 -0.004 -0.015 0.005
C -1.134 -2.803 -1.925 -0.015 0.296 -0.033
Cl 0.102 -1.991 -3.050 -0.141 -0.260 0.053
Cl -2.317 -1.495 -1.577 0.050 -0.108 -0.007
C -0.288 -3.084 -0.645 -0.017 -0.498 -0.078
O 0.041 -4.187 -0.383 0.031 0.044 -0.024
O 0.044 -1.967 0.030 -0.107 0.317 -0.291
S -2.423 5.430 -3.551 0.027 0.089 0.017
C -1.704 3.948 -3.044 0.058 -0.066 0.051
C -0.494 3.424 -3.523 -0.004 -0.044 0.047
C -0.030 2.234 -3.023 0.116 0.146 -0.133
N -0.681 1.517 -2.087 0.021 -0.475 0.196
C -1.852 2.015 -1.630 -0.153 0.090 0.014
C -2.384 3.198 -2.065 0.032 -0.118 0.019
C -1.205 6.082 -4.673 0.037 0.008 -0.146
C -1.295 5.798 -6.028 -0.005 0.009 0.028
C -0.333 6.347 -6.869 -0.085 -0.076 -0.029
N 0.653 7.122 -6.439 0.112 0.054 -0.116
C 0.716 7.400 -5.144 0.020 0.032 0.095
C -0.190 6.908 -4.213 -0.088 -0.049 0.092
H 0.080 3.944 -4.276 0.012 0.000 -0.008
H 0.907 1.828 -3.386 -0.010 0.026 -0.026
H -2.364 1.431 -0.873 -0.024 0.035 -0.005
H -3.321 3.543 -1.651 -0.009 0.020 -0.003
H -2.087 5.181 -6.428 -0.022 -0.008 0.012
H -0.366 6.152 -7.934 -0.002 0.003 0.001
H 1.524 8.049 -4.828 -0.005 -0.003 0.000
H -0.105 7.175 -3.169 -0.017 -0.010 0.011
C 2.725 -3.359 1.051 0.001 -0.009 -0.021
C 2.258 -2.244 2.002 -0.122 -0.078 0.059
C 2.642 -2.612 3.451 0.019 0.089 -0.028
C 3.040 -0.975 1.646 -0.044 0.098 -0.093
Si 0.371 -2.054 1.897 0.036 -0.035 0.300
C -0.692 -3.477 2.612 0.031 0.142 0.159
C -2.122 -3.529 2.041 -0.050 0.027 -0.115
C -0.835 -3.164 4.127 -0.019 -0.020 -0.037
C -0.078 -4.888 2.540 0.007 -0.024 -0.122
C -0.290 -0.306 2.362 0.032 -0.126 0.056
C 0.236 0.093 3.756 0.009 0.062 0.012
C -1.826 -0.228 2.371 0.023 -0.031 -0.061
C 0.182 0.768 1.381 0.013 -0.262 -0.263
H 3.794 -3.526 1.197 0.025 0.017 0.014
H 2.585 -3.084 0.001 -0.002 -0.013 0.026
H 2.219 -4.308 1.220 -0.020 -0.012 0.002
H 3.730 -2.701 3.503 0.021 -0.022 0.009
H 2.226 -3.557 3.789 -0.042 -0.058 -0.029
H 2.353 -1.835 4.162 -0.009 -0.031 0.018
H 4.108 -1.197 1.698 0.024 -0.013 0.001
H 2.854 -0.147 2.331 0.003 -0.027 0.017
H 2.846 -0.629 0.628 -0.005 -0.076 0.077
H -2.736 -2.693 2.372 0.033 -0.041 -0.040
H -2.603 -4.440 2.400 -0.011 -0.006 0.031
H -2.180 -3.571 0.950 0.052 -0.034 -0.002
H -1.366 -2.237 4.331 0.017 -0.002 -0.012
H 0.122 -3.145 4.650 0.026 0.029 -0.015
H -1.424 -3.966 4.576 -0.002 -0.025 0.004
H -0.004 -5.285 1.532 -0.008 0.033 0.055
H -0.731 -5.555 3.107 -0.014 -0.022 0.016
H 0.903 -4.949 3.004 0.055 0.044 0.017
H -0.082 -0.594 4.537 0.015 0.007 -0.034
H -0.162 1.078 4.014 0.004 0.023 0.014
H 1.323 0.161 3.788 -0.006 0.011 -0.003
H -2.276 -0.826 3.158 0.025 0.005 0.009
H -2.266 -0.549 1.421 0.005 0.005 -0.002
H -2.131 0.807 2.547 0.005 0.021 0.008
H 1.258 0.902 1.303 -0.051 -0.046 0.015
H -0.285 1.731 1.598 0.047 0.034 0.042
H -0.254 0.503 0.390 -0.133 0.284 -0.026
O 2.976 0.615 -1.630 0.013 0.036 -0.008
C 1.919 0.268 -1.470 0.509 0.192 -0.050
```
Positions in Å, forces in eV/Å.

As for the spin multiplicity: 2. Its relative energy (zero: lowest compared OMol25 entry of this formula, charge and spin) is 0.000 eV. The expectation value of S² is 0.7696. As for the total charge: +2. The molar mass comes out at 629.0 g/mol. As for the largest force on an atom: 0.011 hartree/bohr. The calculation puts the frontier orbital gap (spin up / spin down) at 6.66 / 6.80 eV.

Formally, the Löwdin partial charges of the atoms, in units of the elementary charge, are as follows: V 0.51; Cl 0.83; C -1.37; Cl 0.76; Cl 0.76; C -0.69; O 0.16; O -0.23; S 1.11; C -0.48; C -0.02; C -0.09; N -0.09; C -0.12; C -0.05; C -0.53; C -0.07; C -0.11; N 0.09; C -0.12; C -0.07; H 0.12; H 0.12; H 0.11; H 0.12; H 0.11; H 0.12; H 0.12; H 0.11; C -0.07; C -0.57; C -0.06; C -0.07; Si 0.89; C -0.55; C -0.06; C -0.07; C -0.07; C -0.56; C -0.05; C -0.07; C -0.07; H 0.10; H 0.08; H 0.07; H 0.10; H 0.07; H 0.08; H 0.11; H 0.08; H 0.04; H 0.07; H 0.10; H 0.07; H 0.06; H 0.08; H 0.10; H 0.07; H 0.10; H 0.07; H 0.08; H 0.10; H 0.07; H 0.07; H 0.07; H 0.10; H 0.08; H 0.12; H 0.01; O 0.21; C -0.10